C25H57As3CuN3O2PS | the ωB97M-V functional and the def2-TZVPD basis

```
93
Properties=species:S:1:pos:R:3:forces:R:3:mulliken_charge:R:1
Cu -0.0998 -0.0043 0.0944 -0.164 -0.123 -0.407 0.068
C -0.5191 -3.1096 -1.2032 0.004 -0.200 0.060 -1.381
As -0.0883 -1.3062 -1.8130 -0.123 -0.681 -0.576 1.441
C -1.4554 -1.2291 -3.2256 0.092 0.123 0.040 -1.336
C 1.5290 -1.8802 -2.7946 0.050 -0.135 0.038 -2.190
C 2.3373 -0.9587 -3.7173 -0.027 -0.022 0.012 2.693
C 3.2687 -1.8758 -4.5269 0.001 0.133 0.069 -2.359
C 3.2081 0.0215 -2.9312 0.134 0.116 0.071 -1.787
As 2.5611 0.8724 -1.2449 0.496 0.301 -0.399 0.634
C 1.1771 2.1145 -1.9032 -0.110 -0.066 -0.063 -1.011
C 4.0165 2.2250 -1.2590 -0.052 -0.124 0.122 -1.317
C 1.4262 -0.2053 -4.6891 -0.048 0.134 -0.082 -1.322
As 2.3265 0.6195 -6.2878 -0.291 0.155 0.135 0.319
C 2.4834 2.5050 -5.7163 -0.027 -0.085 0.027 -1.073
C 0.6458 0.8938 -7.2734 -0.015 -0.023 0.010 -1.205
H 0.1707 -3.4159 -0.4170 0.042 0.030 -0.026 0.354
H -0.4507 -3.8184 -2.0321 0.007 0.095 0.051 0.432
H -1.5284 -3.1400 -0.7960 0.050 0.016 -0.056 0.430
H -1.2330 -1.9831 -3.9826 -0.006 0.026 0.073 0.454
H -1.5003 -0.2512 -3.7031 0.061 -0.018 0.041 0.330
H -2.4305 -1.4504 -2.7880 0.063 -0.015 0.047 0.459
H 1.1882 -2.7452 -3.3813 -0.010 0.115 0.161 0.656
H 2.1991 -2.2598 -2.0086 -0.161 -0.019 -0.106 0.403
H 3.7984 -2.5726 -3.8810 0.052 -0.073 0.120 0.540
H 4.0061 -1.2797 -5.0628 0.030 -0.075 -0.042 0.570
H 2.6981 -2.4464 -5.2583 -0.017 -0.095 -0.093 0.444
H 3.5286 0.8062 -3.6220 0.075 0.064 0.126 0.232
H 4.1183 -0.5033 -2.6118 -0.075 0.104 0.058 0.550
H 1.4720 2.6108 -2.8272 0.042 -0.036 -0.021 0.340
H 1.0051 2.8693 -1.1349 0.063 -0.040 0.055 0.460
H 0.2292 1.5859 -2.0545 0.158 0.144 -0.067 0.126
H 4.2159 2.5684 -2.2729 -0.065 0.005 -0.052 0.441
H 4.9362 1.8045 -0.8490 -0.069 -0.035 0.000 0.423
H 3.7323 3.0851 -0.6516 -0.042 -0.046 0.016 0.270
H 0.8603 0.5603 -4.1470 -0.056 0.017 -0.153 0.123
H 0.7116 -0.9165 -5.1197 0.005 0.108 -0.035 0.683
H 3.3242 2.6646 -5.0440 0.031 -0.083 0.049 0.269
H 1.5693 2.8576 -5.2417 -0.080 -0.016 0.050 0.264
H 2.6612 3.1126 -6.6034 -0.003 -0.059 -0.058 0.454
H 0.2589 -0.0529 -7.6469 0.052 -0.061 0.022 0.350
H 0.8199 1.5434 -8.1292 0.075 0.022 -0.007 0.414
H -0.1085 1.3551 -6.6369 -0.018 0.033 0.058 0.327
O 0.5664 1.3371 1.2983 -0.289 0.251 0.088 -1.216
P 1.1393 1.0867 2.6568 0.750 -0.138 1.054 0.077
N -0.0692 1.0624 3.8047 0.711 0.280 -0.670 0.462
C -1.3175 1.8064 3.6462 -0.465 0.144 -0.204 -0.179
C -1.4627 2.6026 4.9406 0.036 -0.134 -0.068 -0.635
C -0.8640 1.6484 5.9683 -0.001 0.044 -0.096 -0.732
C 0.3119 1.0226 5.2205 0.209 -0.235 0.406 -0.209
N 2.2848 2.2274 3.1168 -0.806 -0.644 -0.233 0.373
C 1.8349 3.6189 3.0509 -0.162 0.356 0.215 -0.237
C 3.1207 4.3934 3.3203 -0.105 -0.009 -0.007 -0.714
C 4.1796 3.5854 2.5634 -0.055 0.103 0.052 -0.676
C 3.5857 2.1736 2.4418 0.471 -0.299 -0.261 0.042
N 1.9790 -0.3454 2.7194 -0.552 0.693 0.055 0.590
C 1.2522 -1.5375 2.2694 -0.234 -0.246 -0.404 -0.232
C 1.8400 -2.7039 3.0698 0.023 0.068 0.048 -0.744
C 2.3378 -2.0343 4.3496 0.010 0.041 -0.159 -0.724
C 2.8696 -0.7040 3.8202 0.442 -0.140 0.312 -0.568
H -2.1488 1.0971 3.5491 0.032 0.090 -0.078 0.097
H -1.2828 2.4217 2.7468 -0.094 -0.015 0.026 0.226
H -2.4963 2.8575 5.1593 -0.050 0.076 -0.028 0.429
H -0.8783 3.5214 4.8954 -0.006 0.079 -0.027 0.190
H -1.5950 0.8826 6.2251 -0.023 -0.040 0.081 0.332
H -0.5430 2.1487 6.8783 -0.024 -0.048 0.078 0.384
H 0.4841 -0.0082 5.5398 0.075 0.092 0.048 -0.098
H 1.2282 1.6003 5.3825 -0.025 -0.067 0.042 0.426
H 1.0586 3.8064 3.7961 0.025 0.011 -0.054 -0.044
H 1.4309 3.8573 2.0569 0.024 0.048 0.041 0.224
H 3.3350 4.3825 4.3895 -0.055 0.024 0.007 0.327
H 3.0673 5.4292 2.9904 -0.044 0.003 0.028 0.389
H 5.1265 3.5885 3.0996 0.034 -0.058 -0.076 0.364
H 4.3566 4.0088 1.5768 0.026 0.016 -0.054 0.255
H 4.2126 1.4365 2.9372 0.061 -0.101 -0.081 0.251
H 3.4702 1.8767 1.3892 0.102 0.038 0.206 -0.365
H 1.3995 -1.6649 1.1882 -0.043 -0.099 0.073 -0.490
H 0.1771 -1.4321 2.4565 0.028 -0.035 0.017 0.312
H 2.6815 -3.1397 2.5307 0.011 -0.045 -0.020 0.314
H 1.1080 -3.4877 3.2608 0.014 0.014 -0.084 0.452
H 3.1043 -2.6143 4.8622 -0.030 0.039 0.021 0.493
H 1.5042 -1.8749 5.0356 0.018 0.028 0.033 0.094
H 3.8786 -0.8501 3.4172 0.012 0.064 0.157 0.362
H 2.9001 0.0785 4.5768 0.095 0.016 -0.010 0.408
C -4.2786 -1.4849 1.7903 0.445 -0.169 -0.535 -1.175
S -3.0767 -1.3143 0.4214 -1.566 0.671 0.308 0.570
C -3.8971 0.1281 -0.3601 0.350 -0.579 0.114 -1.088
O -1.8497 -0.7950 1.0895 0.609 0.229 0.403 -0.548
H -4.3327 -0.5532 2.3436 0.047 0.159 -0.057 0.329
H -3.9248 -2.2797 2.4387 0.089 -0.094 0.001 0.383
H -5.2386 -1.7592 1.3700 -0.210 -0.018 -0.050 0.459
H -4.8506 -0.2153 -0.7483 -0.149 -0.004 -0.083 0.484
H -3.2685 0.4720 -1.1777 0.081 -0.067 -0.054 0.202
H -4.0337 0.9296 0.3578 0.036 -0.008 0.215 0.398
```
Positions in Å, forces in eV/Å.

Values from the calculation:
E_HOMO in eV: -10.31
E in Eh: -10388.72652
Charge: +1